DFT (ωB97M-V with the def2-TZVPD basis set) results for a structure of composition C51H46Cl2IN4O3P2RuS.

**HOMO level (spin up / spin down)**: -6.5 / -7.7 eV
**Gap between HOMO and LUMO (spin up / spin down)**: 0.2243 / 0.2414 hartree
**E_tot**: -4809.6095 Ha
**Molecular weight**: 1155.85 g/mol
**Energy relative to the best compared isomer or geometry (same formula, charge and spin)**: 0.0000 eV
**LUMO (spin up / spin down)**: -0.4 / -1.2 eV
**Total charge**: 0
**Spin multiplicity**: 6

The geometry in XYZ format:
```
111
Properties=species:S:1:pos:R:3:forces:R:3:mulliken_spin:R:1
Ru 1.140 0.973 -0.244 0.09 0.31 0.77 2.391
C -5.233 0.983 5.476 0.04 0.01 -0.05 0.000
C -3.958 1.302 4.738 -0.08 -0.01 0.06 0.000
C -2.786 1.599 5.427 0.01 0.00 0.04 0.000
C -1.613 1.890 4.753 -0.10 -0.03 -0.13 0.000
C -1.604 1.884 3.362 -0.16 -0.06 0.28 -0.008
C -2.760 1.595 2.656 -0.03 -0.17 0.06 0.007
C -3.928 1.306 3.346 0.00 -0.03 -0.02 -0.001
S -0.052 2.268 2.614 0.14 0.05 -0.13 0.020
O 0.214 3.656 2.893 0.03 -0.02 0.01 -0.001
O 0.873 1.291 3.108 0.07 0.11 -0.08 0.001
N -0.253 2.033 1.006 -0.15 0.40 -0.37 0.010
C -1.051 3.007 0.333 0.42 -0.50 0.04 0.013
C -1.930 3.905 0.893 -0.15 0.29 0.14 0.028
C -2.667 4.813 0.104 0.06 -0.07 0.06 -0.012
C -2.491 4.893 -1.246 0.04 -0.07 -0.01 0.024
C -1.542 4.040 -1.852 -0.06 0.16 -0.12 -0.016
C -1.127 4.199 -3.197 -0.13 0.04 0.03 0.018
C -0.086 3.469 -3.677 0.09 -0.12 0.02 -0.013
C 0.483 2.481 -2.852 -0.19 -0.15 -0.13 0.005
N 0.055 2.239 -1.633 0.08 0.15 0.13 -0.020
C -0.885 3.074 -1.075 0.32 -0.24 -0.04 -0.004
H -5.086 1.023 6.555 0.01 0.00 -0.01 0.000
H -5.596 -0.015 5.221 0.02 0.00 -0.01 0.000
H -6.022 1.691 5.217 0.01 0.00 0.00 0.000
H -2.790 1.592 6.510 0.00 0.00 -0.01 0.000
H -0.704 2.103 5.300 0.02 0.01 -0.02 0.001
H -2.757 1.602 1.574 -0.01 -0.08 0.07 0.003
H -4.832 1.079 2.792 0.01 0.01 0.00 0.000
H -2.052 3.961 1.964 0.01 0.02 -0.07 0.003
H -3.361 5.480 0.599 0.01 -0.01 0.02 -0.001
H -3.021 5.620 -1.848 0.02 0.00 0.01 0.001
H -1.627 4.935 -3.816 0.03 0.02 0.03 0.000
H 0.293 3.595 -4.681 -0.01 -0.01 0.02 0.000
H 1.285 1.848 -3.201 -0.02 0.04 -0.01 0.007
C -2.235 -1.909 -0.756 -0.01 0.11 0.00 0.021
C -1.907 -1.575 0.697 0.02 0.08 -0.01 0.024
P -0.154 -1.272 1.189 -0.08 -0.25 -0.39 0.140
C -0.304 -1.452 3.021 0.05 0.06 -0.13 0.042
C -1.518 -1.512 3.695 -0.05 0.01 0.08 0.000
C -1.554 -1.697 5.075 0.03 0.02 -0.05 -0.003
C -0.378 -1.808 5.797 0.02 0.02 -0.05 0.007
C 0.841 -1.727 5.131 -0.06 -0.01 0.02 -0.002
C 0.874 -1.551 3.761 0.07 -0.02 -0.05 0.007
C 0.691 -2.853 0.810 0.01 0.02 0.08 -0.055
C 2.084 -2.851 0.870 -0.02 0.05 -0.09 -0.004
C 2.803 -4.020 0.676 0.03 0.02 -0.03 0.000
C 2.139 -5.204 0.394 0.00 0.00 -0.04 0.005
C 0.754 -5.218 0.328 -0.02 0.05 0.00 -0.002
C 0.032 -4.052 0.547 0.03 -0.04 0.09 -0.001
C -1.919 -0.849 -1.833 0.05 -0.01 0.19 0.014
P -0.292 -1.269 -2.577 0.00 -0.29 -0.40 0.070
C -0.186 -0.237 -4.102 -0.04 -0.06 0.06 0.000
C -1.260 0.429 -4.683 -0.03 0.00 -0.07 -0.001
C -1.105 1.116 -5.882 0.02 -0.03 0.05 0.001
C 0.129 1.146 -6.514 0.02 -0.03 0.06 0.000
C 1.212 0.490 -5.937 -0.05 0.01 0.00 0.003
C 1.056 -0.192 -4.739 0.07 -0.02 0.04 -0.008
C -0.735 -2.845 -3.476 -0.04 0.09 0.06 0.019
C 0.280 -3.495 -4.177 0.12 0.00 0.14 0.009
C 0.030 -4.649 -4.901 -0.03 -0.03 -0.02 -0.005
C -1.249 -5.187 -4.945 0.05 0.03 0.01 0.001
C -2.274 -4.547 -4.267 0.03 0.06 0.05 0.000
C -2.019 -3.387 -3.542 -0.02 0.02 -0.13 -0.001
H -3.305 -2.130 -0.793 -0.01 -0.02 0.01 0.001
H -1.730 -2.838 -1.009 -0.04 -0.09 -0.07 0.001
H -2.279 -2.397 1.313 -0.03 0.02 0.03 0.008
H -2.450 -0.678 1.005 -0.05 0.03 0.03 0.002
H -2.457 -1.405 3.173 -0.02 0.00 -0.03 0.003
H -2.512 -1.751 5.577 0.01 0.01 0.01 0.000
H -0.406 -1.951 6.869 0.00 0.00 0.00 0.000
H 1.771 -1.798 5.682 0.00 0.00 0.01 0.000
H 1.831 -1.473 3.264 -0.07 0.00 0.00 0.002
H 2.607 -1.922 1.066 -0.07 -0.04 0.05 0.009
H 3.884 -3.999 0.718 0.00 0.01 -0.03 -0.001
H 2.701 -6.110 0.208 0.00 0.00 0.02 0.001
H 0.228 -6.138 0.106 0.00 0.00 0.01 0.000
H -1.048 -4.101 0.537 -0.03 0.01 -0.02 0.002
H -1.855 0.150 -1.386 0.01 -0.01 -0.03 -0.026
H -2.712 -0.818 -2.581 -0.04 -0.01 0.01 0.004
H -2.235 0.422 -4.211 0.00 -0.02 0.01 0.001
H -1.954 1.626 -6.321 0.00 0.00 0.00 0.000
H 0.249 1.677 -7.450 0.00 -0.01 -0.01 0.000
H 2.179 0.501 -6.424 0.00 0.01 0.01 0.000
H 1.912 -0.687 -4.284 -0.04 0.00 -0.03 -0.009
H 1.291 -3.108 -4.149 0.06 0.03 0.07 -0.017
H 0.845 -5.131 -5.426 -0.01 0.00 0.00 0.001
H -1.444 -6.094 -5.502 0.00 0.01 -0.01 0.000
H -3.282 -4.942 -4.300 0.00 0.00 0.00 0.000
H -2.855 -2.911 -3.053 -0.01 0.04 0.08 0.000
Cl 4.276 -0.568 2.988 0.05 0.20 -0.03 0.016
C 4.181 1.138 2.683 0.10 -0.17 0.13 0.164
C 4.921 1.999 3.460 0.03 -0.02 0.02 -0.081
C 4.874 3.366 3.210 0.00 0.04 0.00 0.177
C 4.114 3.864 2.158 0.05 -0.03 0.02 -0.092
C 3.385 2.991 1.387 -0.17 0.06 -0.26 0.090
Cl 2.495 3.620 0.019 0.22 0.07 0.30 0.043
C 3.339 1.595 1.641 -0.24 -0.44 -0.38 0.042
N 2.554 0.727 0.983 -0.28 0.44 0.18 0.870
H 5.528 1.599 4.259 0.00 0.02 0.00 -0.001
H 5.443 4.044 3.831 0.00 0.00 -0.01 0.016
H 4.090 4.922 1.938 0.00 0.00 0.01 -0.002
N 4.391 0.965 -2.839 0.06 0.09 0.02 0.083
C 3.695 0.359 -1.840 0.25 0.34 0.06 0.111
O 2.470 0.787 -1.746 -0.12 -0.41 -0.09 0.073
C 4.299 -0.647 -1.095 -0.18 0.00 -0.06 0.350
I 4.095 -2.722 -2.845 -0.07 -0.09 -0.09 0.508
H 4.009 1.799 -3.249 0.00 0.00 0.03 0.002
H 5.372 0.782 -2.947 -0.03 -0.07 -0.07 -0.005
H 3.757 -1.101 -0.285 0.03 0.06 -0.01 -0.065
H 5.371 -0.750 -1.125 0.00 0.03 0.03 -0.018
```
Positions in Å, forces in eV/Å.